[1]
ORCA calculation (wB97M-V/def2-TZVPD) on a 5-piece molecular cluster, C20H40O5 overall at a distorted geometry.

Results
SMILES	C1CCOC1.C1CCOC1.C1CCOC1.C1CCOC1.C1CCOC1
E_HOMO	-8.90	eV

Element x y z (Å)
C 1.489 1.047 -0.117
C 0.224 1.308 -0.904
C 0.120 2.779 -1.176
O 1.418 3.282 -1.023
C 2.008 2.452 -0.010
H 2.187 0.382 -0.624
H 1.302 0.638 0.876
H -0.704 1.012 -0.414
H 0.105 0.741 -1.828
H -0.412 3.325 -0.398
H -0.427 3.039 -2.082
H 1.833 2.874 0.980
H 3.098 2.457 -0.038
C -2.831 0.578 -3.727
C -2.209 0.107 -2.452
C -2.693 -1.317 -2.019
O -3.465 -1.665 -3.216
C -3.091 -0.817 -4.317
H -2.212 1.342 -4.196
H -3.776 1.029 -3.427
H -2.347 0.876 -1.691
H -1.128 0.011 -2.552
H -3.145 -1.454 -1.037
H -1.925 -2.061 -2.230
H -3.864 -0.800 -5.084
H -2.186 -1.115 -4.846
C 0.512 -4.375 -1.103
C 1.626 -3.507 -1.719
C 1.421 -2.147 -1.099
O 0.019 -1.991 -1.176
C -0.619 -3.309 -0.898
H 0.772 -4.692 -0.093
H 0.195 -5.193 -1.749
H 1.486 -3.299 -2.780
H 2.598 -3.897 -1.419
H 1.927 -1.301 -1.566
H 1.728 -2.027 -0.060
H -1.572 -3.559 -1.363
H -0.983 -3.227 0.127
C -0.895 -0.949 1.884
C -1.353 -0.989 0.450
C -2.170 0.351 0.399
O -1.723 1.249 1.342
C -0.701 0.563 2.088
H -0.047 -1.577 2.157
H -1.582 -1.377 2.615
H -1.968 -1.850 0.190
H -0.490 -1.034 -0.214
H -3.208 0.098 0.611
H -2.169 0.645 -0.651
H -0.753 0.783 3.155
H 0.341 0.795 1.866
C 1.904 2.693 2.932
C 1.366 1.412 3.570
C 2.561 0.814 4.171
O 3.347 1.990 4.599
C 3.286 2.972 3.569
H 1.172 3.492 3.053
H 1.975 2.754 1.846
H 0.902 0.686 2.902
H 0.628 1.681 4.326
H 3.219 0.210 3.546
H 2.378 0.168 5.030
H 4.107 3.012 2.854
H 3.394 3.881 4.160

Force components x, y, z for each atom (eV/Å):
C -0.01 0.22 -0.36
C -1.82 -1.08 -0.63
C -0.51 0.70 1.21
O 1.83 -0.35 -0.70
C 1.11 1.01 -0.93
H -0.03 0.25 -0.04
H 0.52 -0.11 -0.71
H 1.54 0.45 -0.09
H 1.10 0.17 0.04
H -0.82 -0.43 0.39
H 0.77 0.06 -0.50
H -1.26 0.54 -4.62
H 0.19 0.37 -0.63
C -1.12 -1.22 0.88
C 1.52 0.21 1.23
C 0.51 0.54 -3.95
O -1.51 0.44 -0.55
C -0.21 0.80 -0.46
H -0.02 -0.50 -0.51
H -0.23 0.15 -0.44
H -0.34 0.02 -2.16
H -0.30 -0.01 -0.32
H -0.82 0.11 -0.85
H 0.39 0.88 1.22
H -0.33 -0.35 0.32
H 0.36 -0.60 0.27
C -0.81 1.64 0.03
C 0.66 0.04 0.86
C -0.20 -0.14 0.37
O 0.27 -2.88 -3.07
C 1.23 -0.35 0.88
H 0.34 -0.46 -0.30
H 0.10 -0.01 0.24
H 0.26 -0.76 -0.14
H 0.18 -0.11 -0.71
H -0.30 -0.26 -0.69
H 0.11 -0.58 0.49
H 0.51 0.55 -1.09
H 0.83 -0.55 0.29
C -0.23 -0.25 0.90
C -1.27 1.80 1.93
C -1.75 -2.80 -0.56
O 1.63 -0.13 1.21
C -1.30 -0.89 0.74
H 0.83 0.36 -0.53
H -0.85 0.42 -0.11
H -0.05 0.61 0.60
H -1.21 1.24 1.13
H -0.46 0.05 0.20
H 0.11 0.49 2.98
H -0.94 0.37 -0.29
H -2.16 0.59 -1.65
C -0.25 1.29 0.26
C 0.58 -0.17 -0.03
C 2.19 0.82 1.57
O 0.46 -1.60 0.04
C -1.27 -0.07 1.34
H 0.09 0.29 0.62
H 0.78 -1.38 4.54
H 1.77 0.64 1.67
H 0.10 -0.14 0.14
H -0.22 0.04 -0.73
H -0.05 0.37 0.32
H 0.20 -0.75 -0.17
H -0.42 0.42 -0.40

Results of the natural (NBO) charge analysis, in e, for atoms 1 through 4:
1. C -0.4327
2. C -0.4829
3. C -0.0719
4. O -0.5203



[2]
ORCA calculation (wB97M-V/def2-TZVPD) on a 3-piece molecular cluster, C20H40O8 overall at a distorted geometry.

Results
SMILES	CC(C)CCC(CCC(C)C)OC=O.CCOC(=O)OC.CCOC(=O)OC
E_HOMO	-10.39	eV

Element x y z (Å)
C 4.458 1.685 1.293
C 4.259 2.830 0.095
C 4.919 2.143 -1.279
C 2.650 3.075 -0.265
C 1.876 4.043 0.808
C 0.512 4.635 0.053
C -0.323 3.492 -0.780
C -0.761 2.180 0.098
C -1.525 1.000 -0.745
C -2.275 1.496 -2.115
C -2.653 0.291 0.254
O -0.329 5.464 0.956
C -1.092 6.427 0.106
O -0.775 7.712 -0.066
H 4.346 0.610 0.819
H 5.555 1.760 1.719
H 3.635 1.804 2.122
H 4.790 3.839 0.392
H 4.727 2.860 -2.207
H 6.067 1.944 -1.171
H 4.280 1.159 -1.471
H 2.654 3.667 -1.301
H 2.136 2.044 -0.471
H 2.533 5.012 1.038
H 1.637 3.551 1.843
H 0.932 5.396 -0.765
H 0.285 3.163 -1.745
H -1.329 3.973 -1.203
H 0.235 1.725 0.548
H -1.392 2.571 1.031
H -0.761 0.128 -1.008
H -3.022 2.391 -1.977
H -1.503 1.678 -3.006
H -2.940 0.577 -2.481
H -2.086 -0.515 0.906
H -3.535 -0.159 -0.376
H -3.135 1.094 0.993
H -2.001 5.997 -0.494
C 2.579 -5.074 3.288
C 1.612 -4.144 2.576
O 1.210 -3.072 3.438
C 2.097 -2.054 3.561
O 3.182 -1.974 3.003
O 1.586 -1.151 4.436
C 2.462 -0.063 4.720
H 2.154 -5.417 4.237
H 2.810 -5.942 2.667
H 3.517 -4.561 3.527
H 0.705 -4.696 2.312
H 2.037 -3.757 1.642
H 2.809 0.420 3.801
H 3.308 -0.414 5.317
H 1.906 0.675 5.306
C -4.550 -4.365 -5.273
C -3.655 -3.412 -4.501
O -4.263 -3.039 -3.258
C -4.157 -3.947 -2.257
O -3.591 -5.029 -2.324
O -4.815 -3.461 -1.174
C -4.850 -4.361 -0.069
H -5.552 -3.942 -5.391
H -4.132 -4.574 -6.261
H -4.667 -5.315 -4.741
H -3.521 -2.491 -5.078
H -2.657 -3.837 -4.337
H -3.847 -4.711 0.193
H -5.506 -5.206 -0.299
H -5.262 -3.826 0.791

Force components x, y, z for each atom (eV/Å):
C 0.00 0.30 -0.68
C -0.28 -1.43 -0.46
C -0.99 0.79 0.15
C 1.11 0.97 -0.31
C -0.49 0.93 -0.31
C 1.32 -0.26 -1.76
C -0.94 -0.16 -0.30
C 0.94 0.43 0.41
C -0.85 -0.25 0.49
C -0.07 -1.20 -0.56
C 0.30 0.57 0.16
O -1.12 1.62 -2.78
C 2.10 5.21 -0.65
O -1.79 -8.56 1.61
H 0.13 2.18 0.97
H -2.36 -0.13 -0.64
H 1.80 -0.15 -1.45
H -1.15 -2.02 -0.68
H 0.55 -1.48 1.93
H -2.29 0.19 -0.19
H 1.68 1.95 0.36
H -0.08 -1.26 2.14
H 0.90 1.96 0.63
H -1.29 -2.23 -0.51
H 0.32 0.72 -2.08
H -0.76 -1.69 1.63
H -1.10 0.74 2.16
H 2.22 -0.90 0.89
H -2.08 0.85 -0.78
H 1.17 -0.96 -2.12
H -1.52 2.04 0.34
H 1.69 -1.62 -0.16
H -1.69 -0.05 2.06
H 1.40 1.95 0.76
H -1.45 1.53 -1.30
H 1.87 0.57 1.29
H 1.12 -1.71 -1.64
H 1.70 0.54 1.38
C 0.25 0.14 0.22
C 0.28 -0.57 -0.32
O 0.44 1.04 0.05
C 0.56 -0.18 -0.12
O -1.63 -0.04 0.77
O 0.22 -0.79 -0.81
C 0.26 0.50 0.15
H -0.07 -0.04 -0.19
H -0.07 0.09 0.04
H -0.14 -0.05 -0.17
H -0.02 0.34 0.22
H 0.00 0.09 0.31
H 0.03 -0.25 0.17
H -0.02 0.07 -0.23
H -0.11 -0.34 -0.11
C -0.19 -0.25 0.18
C 0.19 -0.27 -0.63
O 0.18 -0.45 1.02
C 0.09 -0.57 -0.21
O -0.78 1.64 0.16
O 0.61 -0.20 -0.95
C -0.03 -0.28 0.52
H 0.18 0.07 -0.08
H -0.02 0.06 0.09
H 0.15 0.14 -0.08
H -0.14 0.01 0.38
H -0.28 0.00 0.16
H -0.21 -0.02 -0.20
H 0.23 0.02 0.01
H 0.04 0.12 -0.36

Results of the natural (NBO) charge analysis, in e, for atoms 1 through 4:
1. C -0.6410
2. C -0.2034
3. C -0.6355
4. C -0.4298



[3]
ORCA calculation (wB97M-V/def2-TZVPD) on a 4-piece molecular cluster, C20H41BBrN4OS overall.

Results
net charge	-1
E_HOMO	-4.47	eV

Element x y z (Å)
C 1.773 1.994 1.361
C 2.483 1.753 0.032
C 1.705 0.944 -1.006
C 1.156 -0.413 -0.533
N -0.258 -0.598 -0.779
B -1.349 -0.054 0.080
S -0.913 -0.322 1.957
Br -1.641 2.022 -0.274
C -2.746 -0.784 -0.314
C -4.017 -0.333 0.412
C -5.107 0.199 -0.520
O -5.909 1.219 0.037
C -5.357 2.510 -0.061
H 1.856 1.149 2.042
H 2.221 2.850 1.864
H 0.714 2.199 1.231
H 2.704 2.733 -0.402
H 3.448 1.271 0.215
H 0.914 1.546 -1.446
H 2.419 0.743 -1.814
H 1.682 -1.183 -1.102
H 1.452 -0.576 0.514
H -0.458 -1.554 -1.026
H -2.021 0.105 2.561
H -2.573 -1.843 -0.112
H -2.873 -0.689 -1.396
H -4.432 -1.180 0.964
H -3.816 0.447 1.148
H -4.637 0.548 -1.445
H -5.797 -0.604 -0.786
H -4.758 2.760 0.816
H -6.179 3.220 -0.140
H -4.721 2.607 -0.942
C -5.008 -5.167 0.761
C -4.931 -5.554 -0.711
C -3.540 -6.058 -1.114
C -2.535 -5.005 -0.988
N -1.778 -4.147 -0.921
H -4.335 -4.338 0.986
H -6.018 -4.855 1.025
H -4.736 -6.008 1.402
H -5.195 -4.696 -1.330
H -5.655 -6.342 -0.930
H -3.544 -6.410 -2.147
H -3.245 -6.901 -0.487
C 6.126 0.638 5.743
C 4.774 0.103 5.286
C 4.320 0.699 3.950
C 4.070 2.135 4.045
N 3.876 3.261 4.145
H 6.084 1.713 5.921
H 6.440 0.157 6.670
H 6.895 0.450 4.991
H 4.019 0.307 6.046
H 4.824 -0.981 5.171
H 3.402 0.220 3.607
H 5.075 0.529 3.180
C 2.068 3.412 -5.538
C 2.351 2.908 -4.128
C 3.839 2.667 -3.860
C 4.392 1.591 -4.682
N 4.829 0.749 -5.328
H 2.355 2.672 -6.288
H 1.006 3.618 -5.662
H 2.617 4.334 -5.745
H 1.795 1.989 -3.940
H 1.996 3.638 -3.399
H 3.993 2.410 -2.811
H 4.412 3.575 -4.058

Force components x, y, z for each atom (eV/Å):
C 0.17 0.17 0.12
C -0.21 0.10 0.07
C 0.51 -0.03 -0.18
C 0.09 -0.07 -0.19
N 0.00 0.24 0.09
B -0.35 -0.72 -0.28
S 0.30 -0.11 0.26
Br -0.09 0.43 -0.05
C 0.31 0.13 0.24
C -0.20 -0.06 0.00
C 0.27 -0.21 -0.02
O -0.42 -0.02 -0.10
C 0.04 0.08 0.10
H -0.11 -0.13 -0.05
H 0.03 0.06 0.08
H -0.05 -0.03 -0.07
H 0.12 0.02 -0.12
H 0.11 -0.01 0.04
H -0.23 -0.04 0.18
H -0.08 0.02 -0.17
H 0.03 -0.12 0.05
H -0.13 0.06 0.15
H -0.03 -0.10 -0.04
H -0.20 0.12 -0.04
H -0.02 -0.08 -0.08
H -0.02 0.01 -0.10
H -0.07 0.06 0.21
H 0.15 0.08 0.00
H -0.02 0.17 -0.06
H -0.06 -0.06 -0.08
H 0.14 0.02 0.02
H -0.10 0.04 0.05
H 0.07 0.00 -0.04
C 0.00 0.02 -0.04
C -0.07 0.01 0.12
C -0.16 -0.03 0.02
C 0.03 0.00 -0.13
N 0.16 -0.05 0.01
H 0.02 0.00 0.00
H 0.00 0.01 0.01
H 0.00 -0.01 0.01
H 0.02 0.00 -0.04
H 0.02 -0.02 -0.01
H 0.05 0.03 -0.01
H 0.01 0.00 0.02
C -0.05 -0.01 0.02
C 0.12 0.01 0.05
C -0.11 -0.16 -0.01
C 0.01 0.06 -0.01
N 0.08 0.06 0.07
H 0.00 0.01 -0.03
H 0.01 0.01 0.01
H 0.01 0.00 -0.01
H -0.04 -0.01 -0.02
H -0.02 -0.01 -0.03
H -0.02 0.04 -0.01
H 0.01 0.03 -0.02
C 0.04 -0.05 0.02
C -0.12 0.06 -0.10
C -0.12 0.05 0.13
C 0.07 0.02 0.02
N 0.00 -0.02 -0.06
H 0.03 0.00 0.00
H -0.01 0.00 -0.01
H 0.00 0.01 -0.01
H 0.01 -0.01 0.05
H 0.02 -0.02 0.05
H 0.01 -0.05 -0.01
H 0.03 0.00 -0.03

Results of the natural (NBO) charge analysis, in e, for atoms 1 through 4:
1. C -0.6291
2. C -0.3881
3. C -0.4139
4. C -0.2025